1.
{"formula": "C4H8F3MgO5S", "method": "ωB97M-V/def2-TZVPD", "total_charge": 1, "lumo_ev": [-5.48, -5.48], "homo_energy_ev": [-12.3, -12.3], "energy_ha": -1430.883078, "elements": ["S", "Mg", "F", "F", "F", "O", "O", "O", "O", "O", "C", "C", "C", "C", "H", "H", "H", "H", "H", "H", "H", "H"], "positions_angstrom": [[0.339, 0.513, -1.385], [-0.555, -2.365, 0.397], [2.663, 0.253, -0.155], [1.774, -1.593, -0.702], [2.733, -0.400, -2.194], [-2.375, -1.259, 0.724], [-1.081, -0.848, -0.706], [-0.651, -1.413, 2.160], [0.222, 1.556, -0.370], [0.529, 0.940, -2.903], [-1.941, -0.789, 1.929], [-0.051, 2.185, -3.358], [0.170, -0.869, 3.180], [1.993, -0.328, -1.117], [-2.608, -1.077, 2.759], [-1.119, 2.191, -3.109], [-1.770, 0.302, 1.880], [1.126, -1.402, 3.154], [0.343, 0.200, 2.994], [-0.319, -1.034, 4.149], [0.117, 2.203, -4.437], [0.461, 3.034, -2.891]], "atomic_forces_ev_per_a": [[-2.3, -1.1, 1.3], [-1.3, 1.7, 0.0], [0.0, 0.6, 0.4], [-0.8, -0.8, 0.2], [-0.1, 0.1, -0.4], [0.4, -1.8, 0.2], [1.4, 1.6, 0.1], [0.7, -1.0, -0.5], [0.5, -0.7, -1.6], [0.6, -0.2, 0.9], [-0.4, 0.9, -1.0], [-0.3, 0.7, 0.0], [0.3, 0.2, 0.6], [1.2, 0.3, -0.2], [0.1, 0.1, -0.3], [0.2, 0.1, -0.2], [0.0, -0.2, 0.3], [-0.2, 0.1, 0.1], [-0.1, -0.3, 0.1], [0.3, 0.2, -0.2], [-0.1, -0.1, 0.3], [-0.1, -0.3, -0.1]]}

---

2.
{"formula": "C18H35BBrCl9F6MgN5NaO7P2S", "method": "ωB97M-V/def2-TZVPD", "relative_energy_ev": 0.000, "total_charge": 2, "lumo_ev": -9.81, "homo_energy_ev": -10.8, "energy_ha": -10289.938365, "elements": ["Br", "Cl", "Cl", "Cl", "Cl", "Cl", "Cl", "Cl", "Cl", "Cl", "S", "P", "P", "Mg", "Na", "F", "F", "F", "F", "F", "F", "O", "O", "O", "O", "O", "O", "O", "N", "N", "N", "N", "N", "C", "C", "C", "C", "C", "C", "C", "C", "C", "C", "C", "C", "C", "C", "C", "C", "C", "C", "B", "H", "H", "H", "H", "H", "H", "H", "H", "H", "H", "H", "H", "H", "H", "H", "H", "H", "H", "H", "H", "H", "H", "H", "H", "H", "H", "H", "H", "H", "H", "H", "H", "H", "H", "H"], "positions_angstrom": [[-0.093, -0.075, -5.410], [-6.445, 0.818, -2.460], [6.170, -1.167, -3.545], [3.578, -0.209, -2.668], [-2.268, 3.283, 1.008], [3.931, -3.003, -3.418], [-3.201, 3.971, 3.663], [-4.160, 0.104, -4.248], [-0.457, 4.431, 2.928], [-2.547, 6.047, 1.789], [-3.292, -2.065, 1.084], [-2.570, -0.328, 1.275], [2.306, 0.181, 2.165], [-8.911, 7.938, 1.257], [-4.788, 1.912, -0.365], [-7.832, 6.323, 1.546], [-6.952, 4.155, 1.499], [-3.548, 0.281, -1.060], [-7.291, 5.202, 3.487], [-2.563, -3.168, -2.452], [-5.623, 5.890, 2.116], [1.974, 0.594, 3.696], [1.030, 0.529, 1.482], [2.414, -1.435, 2.254], [-1.657, -4.194, -4.139], [0.489, -0.661, -3.234], [1.632, 2.671, -9.288], [3.800, 0.601, 2.230], [-2.317, 0.476, -0.383], [-1.503, -0.755, -2.190], [-0.024, -0.093, -0.573], [-0.319, -2.783, -2.949], [0.357, -3.608, 4.917], [0.018, -5.576, 3.971], [3.845, -1.889, 0.247], [2.897, 1.577, -7.517], [1.905, 2.662, -7.892], [-5.829, 0.658, -4.137], [-1.294, -0.134, -1.067], [0.729, 1.189, 4.071], [4.436, -1.340, -3.732], [-1.532, -3.449, -3.264], [-0.290, 0.143, 4.471], [-2.118, 4.452, 2.371], [0.712, -4.738, 3.055], [4.596, 0.847, 3.424], [-0.367, -1.387, -2.829], [4.812, -0.383, 4.267], [-0.184, -4.850, 5.111], [0.911, -3.525, 3.667], [2.540, -2.113, 0.991], [-6.876, 5.342, 2.202], [-0.294, -6.594, 3.811], [1.705, -1.785, 0.359], [2.299, 3.646, -7.645], [-3.461, 0.528, 1.931], [2.407, -3.173, 1.197], [-0.392, -0.629, 3.706], [4.733, -2.135, 0.827], [0.051, 0.088, 0.429], [3.105, 1.592, -6.445], [0.021, -0.356, 5.389], [2.506, 0.592, -7.782], [-0.662, -5.109, 6.039], [3.884, -0.770, 4.680], [-2.425, -0.841, -2.605], [3.911, -0.842, -0.046], [1.030, -5.002, 2.060], [0.350, -2.868, 5.592], [-1.267, 0.599, 4.643], [0.159, -3.215, -2.162], [5.267, -1.181, 3.681], [4.175, 1.668, 3.996], [1.270, 1.813, -9.526], [0.937, 1.838, 4.923], [4.173, -1.098, -4.752], [5.554, 1.199, 3.048], [0.361, 1.827, 3.275], [0.964, 2.519, -7.344], [3.833, 1.711, -8.058], [-6.466, -0.053, -4.647], [-5.888, 1.631, -4.606], [-1.309, -0.315, 1.878], [3.828, -2.504, -0.650], [5.473, -0.133, 5.096], [0.535, 0.620, -1.035], [1.398, -2.618, 3.320]], "atomic_forces_ev_per_a": [[-0.5, 0.5, -1.5], [0.1, 0.0, 0.0], [0.0, 0.0, 0.0], [0.0, 0.1, -0.2], [0.1, -0.2, -0.2], [-0.1, 0.0, 0.0], [-0.1, -0.2, 0.0], [0.0, 0.1, 0.0], [0.0, 0.0, -0.1], [0.1, 0.0, -0.1], [-0.1, -0.2, -0.1], [-0.7, -1.7, 0.2], [-1.0, -2.0, 5.5], [0.8, -1.1, 0.3], [-0.5, 0.6, 0.1], [-1.1, 1.4, -0.7], [-0.2, 0.1, -0.5], [0.3, -0.5, 0.0], [-0.4, 0.2, 0.1], [-0.3, 0.5, 0.5], [-0.1, 0.4, -0.4], [-0.1, -0.1, -0.3], [2.0, 1.1, -0.8], [0.4, 1.7, -0.9], [-0.2, -1.1, -1.2], [0.6, -0.4, 1.3], [0.1, 0.2, 0.0], [-0.3, 0.6, -2.2], [0.3, 0.3, 1.2], [-0.8, -0.1, 0.0], [-1.9, 0.2, -0.6], [-1.0, 0.6, 0.5], [0.0, 0.0, 0.0], [0.0, 0.0, -0.1], [-0.3, 0.4, 0.4], [0.1, 0.0, -0.1], [-0.2, -0.3, -0.1], [0.1, 0.0, -0.2], [1.0, -0.3, -1.2], [-0.2, -0.1, 0.3], [0.1, 0.0, 0.0], [0.5, -0.1, 0.2], [0.1, -0.1, 0.0], [-0.1, 0.4, 0.2], [0.0, 0.1, 0.0], [0.8, 0.4, 0.5], [1.1, 0.1, -0.1], [-0.3, -0.3, -0.2], [0.0, 0.1, 0.0], [-0.1, 0.1, 0.0], [-0.1, -0.7, -0.6], [1.2, -1.1, 1.0], [0.0, 0.0, 0.0], [0.0, -0.2, 0.0], [0.0, 0.1, -0.1], [0.4, 0.7, -0.2], [-0.1, 0.0, 0.2], [0.1, 0.0, 0.0], [-0.1, -0.1, 0.2], [0.4, 0.2, 0.2], [0.0, 0.0, 0.0], [-0.1, 0.0, 0.0], [-0.1, 0.0, 0.1], [0.0, 0.0, 0.0], [-0.1, 0.1, 0.0], [-0.2, 0.1, 0.1], [0.2, -0.1, -0.1], [0.0, 0.0, 0.0], [0.1, 0.0, 0.1], [0.0, 0.0, 0.1], [0.3, -0.1, -0.2], [0.1, 0.0, 0.0], [-0.4, -0.1, -0.1], [0.0, 0.0, 0.0], [0.1, -0.1, 0.0], [-0.1, 0.0, 0.0], [-0.1, -0.1, -0.3], [0.0, -0.1, -0.2], [0.1, 0.1, 0.1], [0.0, 0.1, 0.0], [-0.1, -0.1, 0.1], [0.0, 0.1, 0.1], [0.2, 0.9, -0.2], [0.0, 0.0, -0.1], [0.1, 0.1, 0.0], [0.3, -0.4, -0.3], [-0.3, -0.6, 0.4]]}

---

3.
{"formula": "C4H12", "method": "ωB97M-V/def2-TZVPD", "relative_energy_ev": 0.260, "lumo_ev": 1.18, "homo_energy_ev": -11.6, "energy_ha": -159.575429, "elements": ["C", "C", "C", "C", "H", "H", "H", "H", "H", "H", "H", "H", "H", "H", "H", "H"], "positions_angstrom": [[-0.900, -0.909, -1.950], [0.773, 0.630, 2.453], [-0.339, 0.302, 1.474], [0.405, -0.088, -2.022], [0.701, 0.085, 3.404], [-0.419, 1.161, 0.810], [0.896, -0.250, -2.982], [-0.732, -1.883, -2.404], [0.193, 0.968, -1.893], [-1.647, -0.336, -2.488], [0.754, 1.648, 2.859], [-1.115, -1.052, -0.897], [1.153, -0.362, -1.277], [1.791, 0.493, 2.094], [-0.195, -0.597, 0.886], [-1.320, 0.192, 1.932]], "atomic_forces_ev_per_a": [[1.4, 0.4, 0.1], [0.2, 0.0, 1.6], [-0.1, 0.8, -0.1], [0.1, -0.3, -0.3], [0.0, -0.5, -0.4], [-0.1, -0.2, -0.4], [-0.1, 0.3, -0.1], [-0.3, -0.1, -0.1], [0.1, 0.2, 0.0], [-0.5, -0.3, 0.1], [-0.3, 0.2, -0.6], [-0.7, 0.0, -0.1], [-0.2, -0.1, 0.2], [-0.1, -0.2, -0.3], [0.4, -0.1, 0.0], [0.0, 0.1, 0.3]]}